No. 1
74
Properties=species:S:1:pos:R:3:forces:R:3 method="wB97M-V/def2-TZVPD" de_lowest_kj_mol=337.5 total_charge=+2 homo_ev="-14.02 / -13.77" gap_ev="8.52 / 7.75" spin_multiplicity=3
V 0.034 -0.647 -0.136 1.2820 -0.4965 -0.3524
N 0.197 -0.367 1.998 0.0236 -0.2921 0.3836
N 1.530 -0.226 2.424 -0.0922 -0.0293 -0.0686
C 2.528 -0.515 1.562 -0.1487 0.1036 -0.2669
N 3.758 -0.524 2.035 0.1071 -0.0148 -0.0145
N 2.119 -0.764 0.297 0.6730 0.0039 0.3272
N 3.072 -1.099 -0.666 0.1585 -0.2542 0.1257
O 4.259 -1.181 -0.390 -0.2373 0.1584 0.0564
O 2.609 -1.330 -1.755 -0.1509 0.1402 -0.0738
H -0.368 0.348 2.443 -0.0156 0.1397 -0.1235
H -0.179 -1.301 2.248 -0.0014 -0.0110 0.1573
H 1.719 -0.162 3.411 -0.0166 -0.0660 0.0706
H 3.952 -0.310 2.999 -0.0230 0.0300 -0.0020
H 4.514 -0.693 1.386 0.0558 -0.0192 -0.0207
O -0.292 -1.355 -2.109 0.1969 0.5750 -0.2527
C -0.038 -0.163 -2.006 -0.0481 -0.1921 -0.2113
C 0.062 1.020 -2.829 -0.0211 -0.2454 -0.1161
C 0.068 1.096 -4.222 -0.0046 -0.0756 -0.0324
C 0.172 2.344 -4.805 0.0003 0.0270 -0.0078
C 0.260 3.490 -4.011 0.0038 0.0143 0.0010
C 0.250 3.411 -2.624 0.0107 0.1195 -0.0119
C 0.156 2.164 -2.032 -0.0334 -0.0895 0.1447
P 0.114 1.776 -0.243 0.1097 0.6592 -0.1679
C 1.676 2.512 0.352 0.0170 0.0363 -0.0036
C 1.865 3.236 1.527 0.0691 -0.0415 -0.0859
C 3.139 3.653 1.900 -0.0038 -0.0008 0.0135
C 4.236 3.349 1.109 0.0238 -0.0160 -0.0227
C 4.060 2.627 -0.066 0.0068 -0.0066 -0.0108
C 2.793 2.210 -0.439 -0.0148 0.0401 0.0249
C -1.387 2.629 0.345 0.0238 0.0178 -0.0748
C -1.568 3.154 1.623 -0.0987 -0.1091 0.0060
C -2.795 3.687 2.002 0.0264 -0.0018 0.0426
C -3.858 3.693 1.115 -0.0382 -0.0362 -0.0797
C -3.695 3.157 -0.157 -0.0195 0.0093 0.0229
C -2.475 2.623 -0.537 0.0198 0.0968 0.0064
H 0.004 0.197 -4.821 -0.0080 0.0220 0.0106
H 0.186 2.436 -5.883 0.0039 0.0136 0.0159
H 0.341 4.459 -4.487 -0.0028 -0.0183 0.0065
H 0.319 4.309 -2.022 -0.0023 -0.0194 -0.0227
H 1.037 3.510 2.155 -0.0640 0.0495 0.0542
H 3.269 4.232 2.806 -0.0250 -0.0213 -0.0377
H 5.223 3.686 1.398 -0.0295 -0.0062 -0.0137
H 4.909 2.402 -0.702 -0.0463 0.0047 0.0313
H 2.668 1.664 -1.370 0.0254 0.0153 0.0073
H -0.770 3.160 2.345 0.0800 -0.0078 0.0791
H -2.913 4.108 2.993 0.0171 -0.0235 -0.0302
H -4.810 4.116 1.409 0.0249 0.0094 -0.0071
H -4.518 3.172 -0.862 0.0370 -0.0122 0.0285
H -2.363 2.221 -1.538 -0.0131 0.0180 0.0023
C -4.968 -2.141 0.783 0.0573 0.0114 -0.0156
C -4.513 -0.782 0.231 -0.0180 -0.0927 0.0147
C -3.063 -0.695 0.097 -0.2364 0.0384 0.0295
N -1.922 -0.639 -0.002 -1.5581 -0.0913 0.1734
H -6.051 -2.129 0.885 0.0074 -0.0063 0.0049
H -4.529 -2.340 1.759 -0.0060 0.0119 -0.0164
H -4.698 -2.949 0.105 -0.0013 0.0178 0.0161
H -4.829 0.037 0.880 0.0292 0.0458 0.0208
H -4.944 -0.598 -0.754 0.0249 0.0324 -0.0297
C -0.154 -4.653 -1.982 0.0047 -0.0090 0.0824
C -0.869 -4.328 -0.672 0.0633 0.0137 -0.1090
S 0.094 -3.244 0.384 -0.3874 -0.1728 0.6254
O -0.732 -2.945 1.622 0.1857 -0.0893 -0.1857
C 1.419 -4.361 0.920 0.0170 0.1246 -0.1404
C 0.970 -5.225 2.086 0.0058 -0.0968 -0.0181
H -0.832 -5.207 -2.629 -0.0222 0.0067 0.0226
H 0.724 -5.278 -1.828 -0.0287 -0.0046 0.0091
H 0.150 -3.748 -2.505 -0.0104 0.0076 0.0011
H -1.104 -5.210 -0.074 -0.0426 0.0069 -0.0121
H -1.787 -3.763 -0.842 -0.0077 -0.0246 -0.0036
H 2.264 -3.721 1.179 -0.0144 0.0058 0.0366
H 1.701 -4.947 0.045 0.0713 0.0346 0.0050
H 0.540 -4.626 2.884 0.0204 0.0225 0.0062
H 1.837 -5.758 2.477 -0.0142 -0.0154 -0.0179
H 0.231 -5.967 1.784 0.0229 0.0252 -0.0065



No. 2
89
Properties=species:S:1:pos:R:3:forces:R:3 method="wB97M-V/def2-TZVPD" total_charge=+2 homo_ev="-12.32 / -12.32" gap_ev="6.53 / 3.33" spin_multiplicity=2
Ir -0.350 -0.584 -0.445 -0.9684 0.9894 -0.5152
S -0.856 -4.775 0.865 0.0096 -0.1164 0.1064
C 0.798 -4.627 0.461 0.0167 0.0496 0.0586
C 1.134 -3.355 0.091 -0.1980 -0.0557 0.0590
C 0.023 -2.451 0.127 0.5725 -0.4158 -0.1694
C -1.110 -3.109 0.549 -0.2012 0.0616 0.1826
C -2.355 -2.367 0.649 0.1096 -0.1157 -0.1040
C -3.581 -2.854 1.071 -0.1105 0.0508 -0.2210
C -4.685 -2.017 1.037 0.0307 -0.0169 -0.0348
C -4.543 -0.710 0.591 -0.0556 -0.0468 0.0257
C -3.291 -0.264 0.216 0.0154 0.0306 0.0012
N -2.226 -1.074 0.251 0.6071 0.2382 0.9307
H 1.436 -5.496 0.509 -0.0018 0.0002 -0.0105
H 2.142 -3.084 -0.196 -0.0164 -0.0118 0.0248
H -3.664 -3.881 1.401 -0.0046 -0.0025 -0.0689
H -5.655 -2.385 1.347 -0.0170 -0.0007 -0.0051
H -5.386 -0.038 0.539 0.0075 0.0162 0.0040
H -3.109 0.746 -0.121 0.0607 0.0125 -0.0383
C 2.365 5.580 -1.992 0.0523 -0.0864 0.0633
C 1.445 4.417 -1.722 0.0418 -0.0487 0.0328
C 0.267 4.227 -2.468 0.0848 -0.0243 0.0971
C -0.590 3.174 -2.238 -0.1911 -0.0096 0.0013
C -1.894 3.111 -2.999 0.1352 -0.0235 0.1117
O -2.538 4.128 -3.114 -0.0256 0.0302 -0.0849
C -2.359 1.819 -3.584 -0.0419 0.0982 -0.0400
C -1.495 0.748 -3.780 0.0108 -0.0381 -0.1202
C -1.964 -0.432 -4.336 0.0257 0.0282 0.0403
C -3.300 -0.544 -4.701 -0.0297 -0.0040 -0.0099
C -4.162 0.531 -4.527 0.0227 0.0376 0.0244
C -3.691 1.712 -3.972 0.0083 -0.0260 0.0147
C -0.320 2.252 -1.203 0.0033 -0.0612 0.0459
O -1.154 1.295 -0.941 0.0411 -0.1463 -0.3334
C 0.840 2.455 -0.404 0.1606 -0.3759 0.0330
C 1.705 3.530 -0.703 0.0814 0.1668 -0.0932
C 1.016 1.684 0.806 -0.2524 0.3963 -0.2192
N 0.366 0.571 1.073 0.2579 -0.8766 -0.2995
C 0.307 0.070 2.452 -0.3030 0.1575 -0.0643
C 1.291 -1.051 2.777 0.0580 0.2393 -0.2042
Te 1.086 -1.755 4.768 -0.0026 -0.2670 -0.0327
C -0.627 -2.912 4.556 -0.0772 0.0782 -0.0043
C -0.555 -4.261 4.900 0.1113 0.0317 0.1023
C -1.702 -5.034 4.835 -0.0152 -0.0278 -0.0524
C -2.908 -4.461 4.451 0.0577 0.0303 0.0180
C -2.975 -3.112 4.121 0.0349 0.0078 0.1556
C -1.835 -2.328 4.171 -0.0132 0.0437 -0.0409
C 1.919 2.264 1.845 -0.1488 -0.0435 0.1334
C 3.155 1.682 2.109 0.0054 0.0277 0.0198
C 3.987 2.225 3.079 -0.0057 -0.0192 -0.0009
C 3.581 3.340 3.797 -0.0183 0.0096 -0.0127
C 2.356 3.934 3.522 0.0003 -0.0280 -0.0060
C 1.529 3.405 2.543 -0.0069 0.0189 -0.0006
H 1.983 6.212 -2.790 0.0020 0.0061 -0.0099
H 3.362 5.238 -2.274 -0.0125 0.0191 -0.0517
H 2.479 6.194 -1.098 -0.0220 0.0397 -0.0285
H 0.013 4.936 -3.248 -0.0276 -0.0016 -0.0015
H -0.451 0.837 -3.510 -0.0610 0.0219 0.0290
H -1.287 -1.263 -4.493 -0.0015 -0.0105 -0.0125
H -3.667 -1.465 -5.137 0.0035 0.0027 -0.0115
H -5.196 0.456 -4.836 -0.0040 -0.0264 0.0138
H -4.341 2.566 -3.837 -0.0088 -0.0098 -0.0051
H 2.596 3.679 -0.103 -0.0137 -0.0127 0.0374
H -0.713 -0.293 2.587 0.0454 0.0384 -0.0259
H 0.467 0.907 3.131 -0.0631 0.0103 0.0293
H 2.324 -0.710 2.716 -0.0253 0.0204 0.0244
H 1.143 -1.911 2.128 -0.0330 -0.1769 0.0343
H 0.380 -4.705 5.220 -0.0244 -0.0316 0.0102
H -1.656 -6.082 5.097 0.0041 -0.0017 0.0017
H -3.805 -5.065 4.430 -0.0091 -0.0149 -0.0093
H -3.919 -2.661 3.846 0.0292 -0.0126 0.0485
H -1.903 -1.270 3.948 -0.0360 -0.0469 0.0035
H 3.487 0.829 1.529 0.0059 -0.0405 -0.0252
H 4.957 1.781 3.266 0.0030 0.0090 -0.0019
H 4.224 3.756 4.560 0.0152 0.0145 -0.0184
H 2.047 4.819 4.062 -0.0002 -0.0074 0.0162
H 0.580 3.875 2.318 0.0004 -0.0010 -0.0233
C 3.475 -0.286 -1.363 -0.0174 0.0282 0.1118
P 2.320 -0.720 -2.656 -0.2128 0.0984 0.0412
C 2.651 -2.389 -3.192 -0.0348 -0.0839 -0.0250
C 2.591 0.367 -4.040 -0.0308 0.0584 -0.0677
O 0.882 -0.565 -2.157 0.4944 0.1433 0.4835
H 4.509 -0.444 -1.670 -0.0013 -0.0008 -0.0156
H 3.254 -0.899 -0.487 0.0507 -0.0130 0.0091
H 3.324 0.765 -1.108 0.0194 0.0046 -0.0088
H 2.448 -3.084 -2.378 0.0238 -0.0034 -0.0424
H 3.685 -2.494 -3.520 0.0008 0.0046 -0.0066
H 1.986 -2.626 -4.023 0.0123 -0.0103 -0.0063
H 3.610 0.274 -4.417 0.0013 -0.0044 -0.0018
H 2.405 1.397 -3.733 -0.0027 0.0128 0.0227
H 1.889 0.105 -4.834 0.0128 0.0150 -0.0181



No. 3
146
Properties=species:S:1:pos:R:3:forces:R:3 method="wB97M-V/def2-TZVPD" de_lowest_kj_mol=252.8 total_charge=0 homo_ev=-10.90 smiles="CCOC(=O)C(F)(F)F.CCOC(=O)C(F)(F)F.CCOC(=O)C(F)(F)F.CCOC(=O)C(F)(F)F.CCOS(C)(=O)=O.CCOS(C)(=O)=O.CCOS(C)(=O)=O.CCOS(C)(=O)=O.CCOS(C)(=O)=O.CCOS(C)(=O)=O" gap_ev=10.88
O -3.041 7.169 -4.742 -0.0730 -0.6740 0.0617
S -3.770 6.009 -4.312 -0.7749 -0.9142 0.7875
O -4.401 5.105 -5.253 0.9335 1.0198 1.1350
O -2.859 5.058 -3.315 -0.0632 0.7940 -0.7815
C -1.891 5.800 -2.526 0.1881 0.9087 0.0419
C -0.806 4.967 -1.903 0.1086 -1.0890 0.2020
C -4.989 6.515 -3.082 -0.0361 -0.3034 -0.3329
H -2.405 6.331 -1.721 -0.2228 0.0374 -0.0987
H -1.448 6.549 -3.181 0.0185 -0.0291 0.0183
H 0.012 5.582 -1.527 -0.1053 0.3028 -0.2786
H -0.386 4.240 -2.599 0.0464 0.1475 -0.0954
H -1.137 4.405 -1.027 -0.2747 -0.0706 -0.1279
H -4.550 7.010 -2.219 0.3560 0.0353 -0.2263
H -5.465 5.597 -2.745 -0.1146 0.0337 -0.1138
H -5.710 7.187 -3.542 0.0363 -0.0978 -0.1495
O -0.172 -2.198 2.079 -1.2565 0.5309 -0.0781
S -1.191 -1.724 1.151 1.9398 -0.2402 -1.9687
O -2.588 -1.696 1.425 -0.0152 0.0639 0.6538
O -0.775 -0.266 0.625 -1.2437 -0.3088 1.1357
C 0.535 0.280 0.878 -0.5868 0.2370 -0.4536
C 0.465 1.655 0.238 0.6653 0.1054 0.1683
C -0.929 -2.578 -0.425 0.8836 0.0985 1.9909
H 1.204 -0.439 0.407 0.6178 0.4848 0.1780
H 0.701 0.404 1.948 0.1292 -0.4183 0.0164
H 1.473 2.076 0.242 0.0110 0.0187 -0.3056
H -0.139 2.354 0.819 -0.1937 -0.2435 0.1177
H 0.061 1.608 -0.771 0.1545 -0.0499 -0.0361
H -1.486 -3.502 -0.317 -0.3675 0.1848 -0.7093
H 0.124 -2.863 -0.382 0.0654 0.1438 -0.2537
H -1.074 -1.836 -1.200 -0.5878 -0.5175 -0.3005
O 2.678 -2.571 -0.547 0.9021 -0.1763 -0.0216
S 3.966 -2.358 0.053 -0.2695 0.1976 1.6169
O 5.229 -2.417 -0.635 -1.0516 -0.2934 0.1830
O 3.807 -0.874 0.683 0.5476 -0.6995 -0.8283
C 4.990 -0.376 1.300 -0.2161 2.1376 2.0416
C 4.834 1.157 1.438 -0.1214 -0.5755 -1.3771
C 4.045 -3.333 1.627 -0.0806 -0.5778 -1.3109
H 5.935 -0.609 0.820 -0.2678 -0.4081 -0.2889
H 4.958 -0.680 2.352 0.4413 -0.7647 -0.1804
H 4.698 1.543 0.424 -0.0696 0.2433 0.0763
H 5.730 1.628 1.836 -0.0402 -0.1491 0.2597
H 3.946 1.406 2.017 0.1063 0.0355 0.1390
H 5.045 -3.423 2.045 0.0264 0.7393 0.0118
H 3.813 -4.363 1.350 -0.2754 0.1197 -0.2933
H 3.268 -2.995 2.307 0.1439 0.2547 -0.0021
O -6.070 -3.365 -1.832 0.6674 -2.0160 1.0562
S -5.661 -4.653 -1.263 -0.2954 0.1080 -1.0670
O -6.493 -5.394 -0.349 -0.2710 0.7535 -0.2939
O -5.307 -5.684 -2.464 0.6503 0.9968 -0.1071
C -6.325 -6.512 -3.023 -1.7483 -0.4884 0.1676
C -7.481 -5.708 -3.683 1.5697 -0.2562 0.6536
C -4.062 -4.606 -0.470 -1.0436 -0.6280 -0.7361
H -6.656 -7.190 -2.234 -0.2062 0.0977 0.0217
H -5.895 -7.135 -3.805 0.5874 0.2120 0.1533
H -7.924 -5.016 -2.970 -0.0640 0.0670 -0.1244
H -8.245 -6.360 -4.096 0.1103 -0.0730 -0.0842
H -6.920 -5.180 -4.454 -0.7193 0.4041 -0.2776
H -3.864 -5.670 -0.347 0.1482 0.0703 0.3085
H -4.343 -4.139 0.471 0.7175 0.2982 0.0519
H -3.293 -4.182 -1.104 -0.1555 0.4726 0.2260
O -1.302 8.123 6.425 0.4909 -0.5505 -1.0112
S -1.061 7.605 5.099 -1.9265 -0.4322 1.4876
O -0.217 8.311 4.193 0.1062 -0.2416 -0.2964
O -0.572 6.079 5.303 -0.2381 1.0218 -0.0875
C -0.101 5.416 4.122 0.6495 -0.9999 -0.0636
C -0.352 3.926 4.259 -0.5499 -0.1381 0.2107
C -2.729 7.257 4.379 1.2607 0.8855 0.0763
H 0.974 5.594 4.078 -0.0758 0.2047 -0.3711
H -0.608 5.741 3.212 0.1090 0.4469 0.1138
H -1.425 3.721 4.292 -0.0274 0.0660 -0.0177
H 0.063 3.499 5.172 0.2253 0.1348 -0.0501
H 0.038 3.394 3.392 0.1723 0.0786 0.0249
H -3.409 8.003 4.783 0.0743 -0.0557 0.1816
H -2.992 6.254 4.694 -0.1130 -0.0019 -0.2007
H -2.651 7.430 3.307 -0.0925 -0.4386 -0.0548
O 1.525 -5.685 5.700 -0.2016 1.1263 -0.0205
S 0.881 -4.395 5.813 -0.3179 -2.0449 -1.5783
O 0.539 -3.922 7.123 0.1595 0.6018 -0.6529
O 1.862 -3.389 4.988 -1.2501 -0.1601 0.9191
C 1.626 -1.947 5.087 0.2815 -0.0702 0.2311
C 2.990 -1.326 5.225 0.5683 0.8321 -0.0726
C -0.652 -4.451 4.734 0.5318 0.6280 1.0653
H 0.995 -1.707 5.944 0.0202 -0.2448 0.0811
H 1.118 -1.589 4.192 0.0178 -0.3596 -0.1640
H 3.425 -1.339 6.224 -0.2548 -0.4232 0.0945
H 2.963 -0.264 4.964 -0.1750 -0.0184 -0.1305
H 3.707 -1.794 4.549 -0.0939 -0.0802 -0.0511
H -1.333 -3.786 5.263 -0.0445 0.2822 -0.3888
H -1.149 -5.419 4.696 0.6241 -0.2977 0.3795
H -0.428 -4.134 3.719 0.1679 0.2674 0.1427
C -2.511 -1.962 -6.499 -0.0416 1.2532 0.0466
C -3.260 -2.549 -5.346 0.4071 -1.6300 0.4503
O -2.535 -3.684 -4.771 1.1815 -0.9454 0.4694
C -1.450 -3.533 -4.015 -1.0646 0.5715 0.0663
O -1.051 -2.486 -3.592 0.3669 0.1023 -0.1274
C -0.817 -4.875 -3.509 -0.7123 1.4068 0.2488
F -1.178 -5.910 -4.239 0.2827 -0.3746 0.0109
F 0.493 -4.736 -3.432 0.1986 -0.3651 -0.3567
F -1.263 -5.038 -2.237 -0.1105 -0.3794 -0.3256
H -3.255 -1.377 -7.046 0.2141 -0.0772 -0.3548
H -1.972 -2.640 -7.157 -0.4125 -0.3553 0.0573
H -1.779 -1.238 -6.135 0.0559 -0.0856 0.0094
H -4.132 -3.144 -5.615 -0.3912 0.8063 -0.3132
H -3.485 -1.824 -4.566 -0.0731 -0.0564 -0.0331
C 4.984 9.473 0.428 -0.3422 -0.0806 0.7969
C 4.770 8.335 1.382 -0.4603 -0.2450 1.0824
O 3.976 7.314 0.767 -1.3784 -0.3286 -1.8609
C 3.524 6.310 1.489 2.0834 0.3446 1.0227
O 3.994 6.083 2.572 -0.9983 -0.6961 0.2122
C 2.467 5.412 0.799 -0.1391 -0.1787 0.2841
F 2.908 4.897 -0.346 0.0746 0.3280 -0.2154
F 2.106 4.385 1.567 0.4346 -0.1173 0.4568
F 1.348 6.101 0.595 -0.2460 0.5627 -0.5027
H 4.030 9.896 0.114 -0.0172 -0.2751 -0.3092
H 5.605 9.170 -0.410 0.1151 0.4102 -0.0128
H 5.392 10.238 1.093 0.6274 0.1657 -0.5768
H 4.195 8.670 2.250 0.0827 0.0640 -0.0007
H 5.678 7.890 1.792 0.1124 0.0237 -0.3112
C -2.339 2.103 -3.591 -1.0627 -0.4637 0.0802
C -1.755 0.751 -3.933 1.2702 1.7225 -2.0842
O -0.386 0.732 -3.413 0.3909 -0.5494 1.7747
C 0.572 1.477 -3.978 -1.3885 -1.6715 -1.3068
O 0.440 2.052 -5.017 0.2966 0.9237 0.0266
C 1.963 1.196 -3.383 0.2505 -0.1309 0.2468
F 2.671 0.451 -4.254 -0.5091 -0.0200 0.4610
F 2.673 2.310 -3.195 -0.2935 0.1795 0.1389
F 1.844 0.558 -2.215 0.4764 -0.0622 -0.2433
H -1.624 2.860 -3.894 -0.1233 0.1565 0.3470
H -2.683 2.157 -2.556 0.6259 0.1988 0.2020
H -3.264 2.316 -4.134 0.1500 -0.2121 -0.3598
H -1.538 0.758 -5.006 -0.5831 -0.1020 -0.1508
H -2.344 -0.139 -3.742 0.5913 -0.1070 0.9056
C 4.511 -8.489 2.517 1.1523 -0.0448 0.2074
C 4.470 -7.374 1.485 -0.2131 -0.7649 -1.0560
O 3.118 -7.403 0.984 -1.4665 -0.1975 0.5786
C 2.749 -6.716 -0.070 1.0804 0.4975 0.2247
O 3.472 -6.022 -0.730 -0.2539 0.0038 -0.1046
C 1.239 -6.809 -0.377 0.4711 -0.5105 -0.5359
F 1.110 -7.036 -1.685 -0.1481 0.1828 -0.2843
F 0.610 -7.814 0.237 -0.0023 0.4709 0.3851
F 0.677 -5.634 -0.090 -0.2774 -0.2097 0.2398
H 4.009 -8.304 3.464 -0.2401 0.3006 -0.2000
H 5.556 -8.700 2.761 0.0495 0.2373 0.0825
H 4.167 -9.438 2.107 -0.3424 0.2212 -0.2173
H 5.074 -7.610 0.605 0.3311 -0.0846 0.2685
H 4.742 -6.359 1.767 -0.1413 -0.1241 0.4924